(1)
DFT (ωB97M-V/def2-TZVPD) results for a gas-phase ion, C5H10 (charge -1).

As for the expectation value of S²: 0.75. As for the spin multiplicity: 2. The total charge is -1. The value obtained for the lowest unoccupied orbital energy (alpha / beta) is 4.13 / 4.04 eV. For the HOMO energy (alpha / beta), the calculation gives 0.058 / -0.196 Eh.

Element x y z (Å)
1 C 1.929 0.894 -1.212
2 C 1.039 0.674 0.011
3 C -0.225 -0.108 -0.325
4 C -1.196 -0.286 0.800
5 C -1.985 -1.360 0.952
6 H 2.772 1.566 -0.989
7 H 2.310 -0.055 -1.594
8 H 1.325 1.323 -2.016
9 H 1.552 0.125 0.796
10 H 0.773 1.658 0.415
11 H 0.080 -1.080 -0.710
12 H -0.748 0.365 -1.179
13 H -1.474 0.636 1.289
14 H -1.806 -2.285 0.411
15 H -2.800 -1.422 1.673

(2)
DFT (ωB97M-V/def2-TZVPD) results for a single C5H10 molecule.

The value obtained for the lowest unoccupied orbital energy is 1.11 eV. Its SMILES is C=C(C)CC. For the HOMO energy, the calculation gives -0.338 Eh.

Element x y z (Å)
1 C -1.350 -1.257 -0.134
2 C -0.626 -0.189 0.259
3 C -1.162 1.229 0.004
4 C 0.745 -0.325 0.734
5 C 1.767 0.008 -0.391
6 H -0.864 -2.258 -0.183
7 H -2.372 -1.269 -0.610
8 H -2.304 1.110 -0.076
9 H -0.930 1.952 0.814
10 H -0.686 1.667 -0.906
11 H 0.847 -1.397 0.873
12 H 0.917 0.306 1.677
13 H 2.799 0.125 0.016
14 H 1.545 1.047 -0.823
15 H 1.672 -0.747 -1.255

(3)
DFT (ωB97M-V/def2-TZVPD) results for a molecular structure, C5H10.

The value obtained for the lowest unoccupied orbital energy is 1.16 eV. For the HOMO energy, the calculation gives -0.290 Eh.

Element x y z (Å)
1 C -0.574 -0.458 1.938
2 C -0.033 -0.710 0.644
3 C 0.430 0.435 -0.173
4 C 1.637 0.119 -1.112
5 C -0.875 0.176 -0.834
6 H -0.334 -1.301 2.555
7 H -1.338 -0.866 1.198
8 H -0.939 0.313 2.545
9 H 0.397 1.385 0.334
10 H 1.811 0.984 -1.783
11 H 2.551 0.102 -0.452
12 H 1.200 -0.805 -1.587
13 H -1.911 0.420 -0.302
14 H -1.100 -0.756 -1.339
15 H -0.921 0.961 -1.633

(4)
DFT (ωB97M-V/def2-TZVPD) results for 2 unconnected molecules or ions with the total composition C5H10.

The value obtained for the lowest unoccupied orbital energy is 1.22 eV. Its SMILES is C=CC.C=C. For the HOMO energy, the calculation gives -0.347 Eh.

Element x y z (Å)
1 C -2.446 -2.859 1.808
2 C -2.181 -2.140 2.895
3 C -1.013 -1.382 3.288
4 H -3.320 -3.505 1.646
5 H -1.611 -3.058 1.275
6 H -3.115 -1.812 3.398
7 H -1.186 -0.614 4.016
8 H -0.004 -1.933 3.941
9 H -0.531 -1.085 2.417
10 C 3.078 3.118 -4.517
11 C 2.073 2.987 -3.690
12 H 3.810 3.864 -4.307
13 H 3.291 2.558 -5.425
14 H 1.997 3.539 -2.814
15 H 1.157 2.322 -3.929

E per entry: -5344.81886 -5346.05594 -5341.09500 -5343.87233 eV